A structure of composition C9H21AlNO2. Source: the OMol25 dataset; level of theory: ωB97M-V/def2-TZVPD.

Structure (XYZ):
```
34
Properties=species:S:1:pos:R:3
H 0.84 -0.92 1.78
H -0.43 -2.60 -0.38
C 0.42 0.60 -1.73
H -3.76 -1.72 0.15
H 2.36 -1.33 -0.04
H -1.40 0.61 1.58
H -1.24 -2.62 1.16
H 1.98 0.97 0.46
C -4.49 0.20 0.57
C 2.04 -2.20 0.54
O -4.47 0.50 1.75
H -5.34 0.61 -0.03
C 0.77 -1.92 1.33
C 2.34 3.08 0.62
N -0.98 0.67 -1.32
H 3.13 3.28 -0.10
C 1.22 1.85 -1.32
H 0.67 2.73 -1.64
H 2.83 2.84 1.57
C 1.47 1.89 0.19
Al -1.53 -0.27 0.23
H -1.58 0.50 -2.11
H 1.53 -3.06 -1.12
H 0.49 0.53 -2.82
C -0.56 -2.02 0.54
H 0.76 -2.62 2.17
C -3.54 -0.69 -0.13
H 2.86 -2.42 1.23
H 1.73 3.96 0.79
H 0.51 1.95 0.70
O 1.96 -3.34 -0.31
H -3.74 -0.59 -1.20
H 2.20 1.81 -1.81
H 0.94 -0.28 -1.33
```

The largest force on an atom is 0.8 eV/Å. The HOMO energy is -4.34 eV. The net charge is -1. For the relative energy (zero: lowest compared OMol25 entry of this formula, charge and spin), the calculation gives 0.00 kJ/mol. The spin multiplicity is 1. The total energy is -21857.22082 eV. Its HOMO-LUMO gap is 7.7 eV.

A structure of composition C9H21BClF4O2P2Y at a distorted geometry. Source: the OMol25 dataset; level of theory: ωB97M-V/def2-TZVPD.

Structure (XYZ):
```
41
Properties=species:S:1:pos:R:3
H -2.39 3.37 0.85
C -0.42 3.24 -1.36
F -0.76 -0.18 5.34
C -0.02 -3.07 -1.56
H -0.60 -0.93 -4.27
C 1.38 3.49 0.74
H 2.15 3.20 0.00
H 1.19 4.57 0.69
H 2.42 -3.13 0.09
B -0.70 -0.19 4.04
F -0.08 1.00 3.39
F 0.04 -1.25 3.39
H -1.00 -4.70 0.70
C 1.52 -0.04 0.75
H 1.70 3.20 1.75
H -1.32 3.40 2.29
O 1.63 0.28 -2.45
H -1.30 2.75 -1.81
H -0.57 4.33 -1.33
C 0.51 0.16 -2.87
H 1.43 -4.56 0.56
Cl -0.98 -0.02 -1.56
H 1.77 -3.26 1.76
C -1.38 3.62 1.22
H 0.73 0.03 -5.02
C -1.23 -3.64 0.90
H -1.29 -3.51 1.99
C -0.04 0.02 -4.23
H -0.01 -4.16 -1.63
H -0.73 0.85 -4.39
H 0.46 3.01 -1.98
C 1.57 -3.48 0.71
H -2.20 -3.38 0.45
H -0.93 -2.68 -2.02
F -2.02 -0.24 3.40
P -0.17 2.57 0.34
P 0.07 -2.57 0.20
O 2.66 -0.05 0.59
H 0.84 -2.67 -2.12
Y -0.77 -0.05 1.41
H -1.16 4.68 1.05
```

The largest force on an atom is 5.8 eV/Å. The HOMO energy is -16.70 eV. The net charge is +2. For the relative energy (zero: lowest compared OMol25 entry of this formula, charge and spin), the calculation gives 0.00 kJ/mol. The spin multiplicity is 1. The total energy is -57451.25027 eV. Its HOMO-LUMO gap is 8.5 eV.

A structure of composition C9H21ClGdIO3P2 at a distorted geometry. Source: the OMol25 dataset; level of theory: ωB97M-V/def2-TZVPD.

Structure (XYZ):
```
38
Properties=species:S:1:pos:R:3
C 1.30 0.28 0.95
H 1.60 -1.54 -3.10
O -1.37 -0.25 1.60
C -1.68 1.15 3.91
C 1.09 -3.80 -0.13
H 1.22 2.70 -2.45
C 2.40 -0.84 -2.82
O 1.80 0.80 1.85
P -2.11 0.96 2.21
H -1.95 0.24 4.43
P 1.69 0.42 -1.70
H 2.89 2.27 -0.71
C 0.87 -5.14 -0.56
H -0.19 -5.46 -0.30
H 1.64 -5.77 -0.02
H 1.10 -5.12 -1.66
H -2.20 1.99 4.36
H 3.76 0.72 -0.41
H 2.76 -0.32 -3.71
C 3.19 1.31 -1.15
H -4.15 -0.18 2.62
H 1.86 1.67 -3.77
H -0.60 1.34 3.97
H -1.75 2.49 0.32
I -3.31 -1.85 -1.56
O 1.16 -2.75 0.40
H -2.13 3.28 1.86
H 0.14 1.50 -3.24
Gd -0.89 -0.90 -0.43
H -4.13 0.50 0.95
Cl -1.84 1.17 -1.72
C -3.87 0.69 2.00
H 3.82 1.50 -2.04
H 3.21 -1.39 -2.34
C -1.57 2.46 1.40
H -0.50 2.62 1.55
H -4.44 1.54 2.36
C 1.17 1.71 -2.92
```

The largest force on an atom is 6.3 eV/Å. The HOMO energy (alpha / beta) is -14.35 / -14.27 eV. The net charge is +2. For the relative energy (zero: lowest compared OMol25 entry of this formula, charge and spin), the calculation gives 194.43 kJ/mol. The spin multiplicity is 8. The total energy is -75837.73850 eV. The expectation value of S² is 16.09. Its HOMO-LUMO gap (alpha / beta) is 4.7 / 4.6 eV.

A structure of composition C9H21ClI2N2OPSTm at a distorted geometry. Source: the OMol25 dataset; level of theory: ωB97M-V/def2-TZVPD.

Structure (XYZ):
```
39
Properties=species:S:1:pos:R:3
H 2.14 -0.62 2.16
H 0.29 -1.10 4.48
Tm 1.42 0.41 -1.17
C 1.31 -1.02 4.12
N 1.24 -0.59 2.68
C -1.70 -0.26 3.00
H 1.29 -3.17 3.83
H -2.05 0.26 5.10
C -2.63 -0.03 4.20
H 2.79 2.31 -4.67
H 1.16 2.90 -4.97
P 1.06 0.67 -3.95
C -0.57 0.57 -4.75
H 2.22 -2.61 5.26
H -3.05 -1.01 4.51
N -0.62 0.86 2.94
H -0.59 0.51 -5.86
C -5.58 1.12 -0.54
H -1.04 -0.32 -4.34
I -2.42 -0.54 -1.00
H 2.87 -2.45 3.66
H -1.09 -1.14 3.19
H 2.84 -0.96 -4.28
H -1.18 1.40 -4.39
Cl 3.71 0.45 -1.94
H 1.97 -0.60 -5.83
S 1.15 1.71 1.13
C 1.79 2.01 -5.00
H -3.40 0.75 4.05
H 1.25 -1.67 -4.61
H -0.95 1.77 2.59
I -3.23 1.74 -2.05
H 1.88 1.68 -6.04
C 1.95 -2.39 4.23
C 0.57 0.53 2.35
H 1.81 -0.32 4.80
O -6.31 0.32 -0.10
C 1.87 -0.79 -4.75
H -2.20 -0.36 1.99
```

The largest force on an atom is 5.7 eV/Å. The HOMO energy (alpha / beta) is -14.99 / -14.99 eV. The net charge is +2. The spin multiplicity is 3. The total energy is -93065.23085 eV. The expectation value of S² is 2.00. Its HOMO-LUMO gap (alpha / beta) is 7.0 / 7.1 eV.

A cluster of 2 separate species, C9H21FNO2P in total. Source: the OMol25 dataset; level of theory: ωB97M-V/def2-TZVPD.

Structure (XYZ):
```
35
Properties=species:S:1:pos:R:3
H 2.55 2.36 -1.83
H 0.57 -2.74 3.65
C 2.20 2.36 -0.80
F -0.59 0.27 2.97
C 0.84 1.69 -0.71
H 1.81 -0.06 2.82
C 0.66 -1.65 3.70
C -0.71 -1.05 3.42
H -0.95 -0.19 -2.21
H -2.92 2.38 -4.65
H 0.64 1.39 0.32
H 0.95 -1.42 4.73
H -1.32 -1.02 4.33
H -4.47 1.52 -4.72
H 0.27 -2.15 -2.39
H 2.19 -0.44 0.52
H 2.93 1.82 -0.21
H 2.42 -2.74 1.07
N -3.25 0.94 -1.88
C 1.76 -1.15 2.76
H -4.36 3.09 -3.90
H -0.82 -0.04 -0.47
H -1.26 -1.59 2.66
C 0.17 -1.79 -1.36
C -0.25 -0.31 -1.37
C -3.51 1.48 -2.86
O 1.39 -2.08 -0.72
P 1.58 -1.63 0.93
H 2.73 -1.53 3.11
H 2.15 3.38 -0.43
H -0.65 -2.35 -0.90
O 0.85 0.55 -1.55
H 0.18 -1.84 1.10
H 0.04 2.38 -1.01
C -3.83 2.16 -4.11
```

The largest force on an atom is 0.3 eV/Å. The HOMO energy is -8.96 eV. The net charge is 0. Its structure (SMILES) is CCOCCO[PH3]CCCF.CC#N. The spin multiplicity is 1. The total energy is -27262.28879 eV. Its HOMO-LUMO gap is 9.6 eV.

A cluster of 4 separate species, C9H21IN3O3 in total. Source: the OMol25 dataset; level of theory: ωB97M-V/def2-TZVPD.

Structure (XYZ):
```
37
Properties=species:S:1:pos:R:3
C 11.83 3.80 4.40
N 11.47 7.64 11.09
H 11.09 3.90 3.60
O 9.74 8.74 12.05
H 11.74 2.80 4.82
H 14.64 2.06 6.29
N 11.57 4.77 5.44
H 12.83 3.89 3.96
H 11.84 4.52 6.38
C 15.45 2.79 6.40
C 10.92 6.91 6.34
H 16.04 2.79 5.49
N 14.94 4.10 6.68
H 11.72 6.81 10.57
H 11.80 6.96 6.98
H 14.07 6.82 5.76
C 10.15 7.90 11.26
C 14.77 6.51 6.53
C 12.48 8.24 11.93
H 14.17 4.16 7.34
I 12.11 4.43 9.17
H 10.73 7.92 5.97
H 14.20 6.37 7.45
H 9.52 7.08 9.37
H 16.09 2.42 7.21
H 15.53 7.27 6.68
O 16.22 5.17 5.15
C 11.13 6.02 5.16
H 13.30 7.54 12.06
O 10.86 6.38 4.02
H 10.10 6.55 6.95
C 15.38 5.20 6.05
H 12.90 9.14 11.45
H 8.21 7.48 10.50
H 12.05 8.56 12.87
C 9.21 7.06 10.42
H 9.20 6.02 10.73
```

The largest force on an atom is 0.7 eV/Å. The HOMO energy is -5.23 eV. The net charge is -1. For the relative energy (zero: lowest compared OMol25 entry of this formula, charge and spin), the calculation gives 0.85 kJ/mol. The spin multiplicity is 1. The total energy is -28392.53706 eV. Its HOMO-LUMO gap is 8.2 eV.

Copy entry 1 word for word.
A structure of composition C9H21AlNO2. Source: the OMol25 dataset; level of theory: ωB97M-V/def2-TZVPD.

Structure (XYZ):
```
34
Properties=species:S:1:pos:R:3
H 0.84 -0.92 1.78
H -0.43 -2.60 -0.38
C 0.42 0.60 -1.73
H -3.76 -1.72 0.15
H 2.36 -1.33 -0.04
H -1.40 0.61 1.58
H -1.24 -2.62 1.16
H 1.98 0.97 0.46
C -4.49 0.20 0.57
C 2.04 -2.20 0.54
O -4.47 0.50 1.75
H -5.34 0.61 -0.03
C 0.77 -1.92 1.33
C 2.34 3.08 0.62
N -0.98 0.67 -1.32
H 3.13 3.28 -0.10
C 1.22 1.85 -1.32
H 0.67 2.73 -1.64
H 2.83 2.84 1.57
C 1.47 1.89 0.19
Al -1.53 -0.27 0.23
H -1.58 0.50 -2.11
H 1.53 -3.06 -1.12
H 0.49 0.53 -2.82
C -0.56 -2.02 0.54
H 0.76 -2.62 2.17
C -3.54 -0.69 -0.13
H 2.86 -2.42 1.23
H 1.73 3.96 0.79
H 0.51 1.95 0.70
O 1.96 -3.34 -0.31
H -3.74 -0.59 -1.20
H 2.20 1.81 -1.81
H 0.94 -0.28 -1.33
```

The largest force on an atom is 0.8 eV/Å. The HOMO energy is -4.34 eV. The net charge is -1. For the relative energy (zero: lowest compared OMol25 entry of this formula, charge and spin), the calculation gives 0.00 kJ/mol. The spin multiplicity is 1. The total energy is -21857.22082 eV. Its HOMO-LUMO gap is 7.7 eV.

The lowest largest force on an atom belongs to which entry?
C9H21FNO2P

Which formula does entry 4 have?
C9H21ClI2N2OPSTm